1.
28
Properties=species:S:1:pos:R:3 method="wB97M-V/def2-TZVPD" charge=-1 spin_multiplicity=1 homo_ev="-0.541 / -0.554" e_tot_ev=-75147.294
C -0.7496 3.3609 0.3067
Zn 1.3780 -0.3862 -1.4445
N 2.7992 -1.1720 -0.1831
N 2.0069 1.4560 -2.1333
H 2.7416 -2.1952 -0.2480
H 0.0566 3.6448 0.9942
H -1.6864 3.2840 0.8767
H -0.5365 2.3752 -0.1430
H -0.8346 4.1311 -0.4770
H 2.3142 1.5368 -3.1169
H 2.7737 1.8679 -1.5751
H 1.1939 2.0838 -2.0303
H 3.7762 -0.9032 -0.3401
H 2.5939 -0.9796 0.8029
C -2.0063 -0.1620 1.1016
C -1.0418 -1.0061 0.3061
O -0.3105 -0.2793 -0.6214
C -0.0852 -1.6713 1.3412
F -0.7225 -2.2640 2.3806
F 0.7289 -2.6182 0.7823
F 0.7530 -0.7166 1.9001
C -1.8968 -2.1195 -0.4206
F -2.6744 -2.8014 0.4871
F -2.7453 -1.5617 -1.3315
F -1.1335 -3.0293 -1.0703
H -1.4397 0.5362 1.7269
H -2.6232 -0.8273 1.7147
H -2.6296 0.4163 0.4141

***

2.
84
Properties=species:S:1:pos:R:3 method="wB97M-V/def2-TZVPD" charge=+1 spin_multiplicity=1 homo_ev="-10.184 / -9.205" e_tot_ev=-73415.607
C 3.1631 -0.6136 3.3294
C 3.5516 0.5164 2.5448
C 2.8129 1.6555 3.0041
H 4.2639 0.4975 1.7167
C 1.9539 1.2242 4.0606
C 2.1736 -0.1751 4.2709
H 1.6889 -0.7964 5.0212
H 3.5521 -1.6312 3.2379
H 2.8741 2.6759 2.6062
H 1.2493 1.8581 4.6044
In -1.6963 -3.2258 0.4654
Si 0.3362 1.3668 0.2927
C 1.4647 0.7242 -1.0391
C 1.1484 -0.3695 -1.8782
H 0.1132 -0.7086 -1.9367
C 2.1070 -0.9652 -2.6856
H 1.8270 -1.8159 -3.3052
C 3.3952 -0.4029 -2.7372
H 4.1242 -0.8139 -3.4177
C 3.7132 0.6886 -1.9256
H 4.7092 1.1379 -1.9525
C 2.7756 1.2338 -1.0565
H 3.0214 2.0644 -0.3950
C -0.0037 3.1288 0.6922
C 0.3847 4.1962 -0.1371
H 0.7347 3.9685 -1.1436
C 0.2403 5.5021 0.3339
H 0.5928 6.3360 -0.2911
C -0.3515 5.7548 1.5903
H -0.4750 6.7861 1.9437
C -0.7632 4.6798 2.4122
H -1.2082 4.8657 3.3995
C -0.6450 3.3695 1.9433
H -1.0659 2.5200 2.4827
H -1.5199 0.1119 -0.7127
Si -2.5306 0.0938 -1.8195
C -3.3124 1.8045 -1.5946
C -3.1812 2.8643 -2.5113
H -2.8636 2.6700 -3.5406
C -3.4649 4.1837 -2.1265
H -3.3448 4.9897 -2.8508
C -3.9321 4.4604 -0.8391
H -4.1837 5.4852 -0.5534
C -4.1120 3.4064 0.0639
H -4.5000 3.6108 1.0648
C -3.8229 2.0914 -0.3166
H -3.9859 1.2702 0.3859
C -1.6243 0.2273 -3.4404
C -0.6662 1.2622 -3.5444
H -0.4202 1.8615 -2.6620
C -0.0925 1.6020 -4.7665
H 0.6494 2.4053 -4.8111
C -0.5595 1.0003 -5.9432
H -0.2177 1.3648 -6.9101
C -1.5566 0.0128 -5.8598
H -1.9702 -0.4069 -6.7764
C -2.0957 -0.3729 -4.6202
H -2.9527 -1.0415 -4.5868
H 1.2234 1.0752 1.3414
Cl -3.7914 -1.4823 -1.6781
C -1.9938 -4.6274 3.5448
N -0.8187 -4.1330 2.8157
C -0.1660 -3.0544 3.5709
C 0.0500 -5.2614 2.4801
C 1.2318 -4.8565 1.6162
N 0.8939 -3.9713 0.4832
C 1.7053 -2.7533 0.4585
C 0.9361 -4.6974 -0.7981
H -2.6946 -3.8057 3.7462
H -2.4849 -5.4226 2.9617
H -1.6688 -5.0419 4.5160
H 0.3603 -3.4759 4.4430
H 0.5591 -2.4942 2.9698
H -0.9288 -2.3516 3.9364
H 0.4229 -5.7160 3.4153
H -0.5749 -6.0123 1.9848
H 1.9719 -4.3711 2.2596
H 1.6784 -5.7743 1.2133
H 2.7361 -2.9590 0.1250
H 1.2719 -2.0204 -0.2250
H 1.7517 -2.2875 1.4522
H 1.9571 -5.0382 -1.0430
H 0.2911 -5.5838 -0.7438
H 0.5786 -4.0743 -1.6257

***

3.
9
Properties=species:S:1:pos:R:3 method="wB97M-V/def2-TZVPD" charge=-2 spin_multiplicity=1 homo_ev=0.238 e_tot_ev=-25404.789
O 0.5593 1.9783 -0.7504
O -0.2068 -0.1400 -1.7608
O 3.7359 -1.6382 -0.3365
O -2.8362 1.2137 0.5021
Si -1.7285 0.2394 0.8856
P 0.1306 0.5808 -0.5267
H 3.5479 -1.5196 -1.2793
H -2.0106 -1.2790 0.9705
H -1.1915 0.5647 2.2955

***

4.
12
Properties=species:S:1:pos:R:3 method="wB97M-V/def2-TZVPD" smiles="C1=CC1.C" spin_multiplicity=1 homo_ev=-8.798 e_tot_ev=-4273.002
C 0.1150 -0.9746 -1.6401
C -0.5028 -0.2858 -0.7465
C -0.2440 -1.9990 -0.7410
H 0.7235 -0.6661 -2.4851
H -1.5656 -0.2114 -0.5442
H -1.1585 -2.5734 -0.7246
H 0.5012 -2.3698 -0.0397
C 0.3700 1.8058 1.3893
H 1.2023 1.1844 1.7503
H -0.5947 1.6087 1.8380
H 0.8293 2.7653 1.6276
H 0.3245 1.7159 0.3160

***

5.
53
Properties=species:S:1:pos:R:3 method="wB97M-V/def2-TZVPD" spin_multiplicity=1 homo_ev=-9.539 e_tot_ev=-46681.376
O 4.0685 2.3607 -0.3852
C 3.0122 2.2162 -0.8939
O 2.7280 2.5850 -2.1403
C 1.9011 1.4688 -0.1266
C 1.2491 2.1274 1.0212
S 1.5188 4.0766 0.8234
N 1.1426 0.5491 -1.0754
H 1.7400 2.6063 -2.2699
H 2.6816 0.7461 0.4760
H 1.7925 2.0299 2.0362
H 0.1631 1.7757 1.2535
H 0.8694 4.2887 -0.2616
H 0.1213 0.6258 -1.4261
H 0.9544 -0.4212 -0.5922
H -2.5897 -4.0722 2.0772
H -3.8510 -3.8574 1.0858
O -2.9428 -4.1023 1.1129
H -2.3596 -1.8901 3.0907
H -3.1253 -2.8736 3.9619
O -3.0263 -2.5862 3.0580
H -1.4825 1.2051 -0.1603
H -2.5113 0.8430 -1.2117
O -2.2362 1.5578 -0.6214
H 3.6886 -2.0951 0.6000
H 3.9130 -1.6670 1.9371
O 3.4967 -2.3978 1.3856
H -4.1373 1.6526 -1.1101
H -5.0041 0.8934 -0.3728
O -4.7224 0.9124 -1.3127
H 0.7879 -3.8120 -1.5606
H 2.1333 -4.2039 -0.9817
O 1.6422 -3.9426 -1.8541
H 1.2394 -2.1341 1.6425
H 0.3333 -2.0256 0.3423
O 0.4913 -1.5602 1.0828
H -0.6364 -0.9087 2.5325
H -1.5862 0.2288 3.0208
O -1.2307 -0.6419 3.1604
H -1.4922 2.3249 -2.4882
H -0.0780 2.8451 -2.8696
O -0.9475 2.5507 -3.2412
H 2.6830 -0.8378 -2.1431
H 2.4001 -2.4975 -1.9619
O 3.1380 -1.8243 -2.0167
H -3.5239 -0.8970 -0.6274
H -2.3368 -1.8371 -0.4647
O -2.4977 -0.8564 -0.4295
H -3.0250 0.9267 1.0731
H -3.1172 -0.1933 2.1003
O -3.0130 0.7504 2.0857
H -1.8080 -3.2689 -1.9410
H -1.7260 -3.9117 -0.5668
O -1.2460 -3.2470 -1.1183

***

6.
20
Properties=species:S:1:pos:R:3 method="wB97M-V/def2-TZVPD" smiles="C=NCCC.O.O" spin_multiplicity=1 homo_ev=-9.975 e_tot_ev=-9942.130
C -0.1763 -0.7885 -1.5063
N -0.8487 -0.5230 -0.4502
C -0.1997 0.2285 0.6458
C 0.5260 1.5036 0.4196
C 1.0917 1.9719 1.7207
H 0.6296 -0.1820 -2.0058
H -0.4553 -1.5686 -2.1212
H 0.4847 -0.4514 1.0287
H -0.9913 0.3759 1.3259
H -0.1745 2.1278 -0.1047
H 1.3070 1.3094 -0.3910
H 1.5080 3.0018 1.5384
H 1.7627 1.1190 1.9475
H 0.2844 2.0164 2.3860
O -3.7104 -0.9257 -0.9808
H -2.7768 -0.8115 -0.6329
H -4.2896 -0.7651 -0.2120
O 3.1929 -1.2670 -0.0060
H 2.3453 -1.6627 -0.2368
H 2.9970 -0.7989 0.8444

***

7.
10
Properties=species:S:1:pos:R:3 method="wB97M-V/def2-TZVPD" charge=-1 spin_multiplicity=1 homo_ev=-4.359 e_tot_ev=-20137.550
C -0.7569 0.5853 -1.2548
C -1.3073 1.1537 -0.2984
C 2.0491 0.4996 -0.0793
O 1.3647 -0.5241 0.0052
O 1.9200 1.4197 -0.8691
O 2.9038 0.6466 1.0111
S -2.0004 2.0141 0.8838
H -1.1777 0.2780 -2.1964
H 0.2171 0.0868 -0.7928
H 3.1887 1.5019 1.0671

***

8.
14
Properties=species:S:1:pos:R:3 method="wB97M-V/def2-TZVPD" smiles=CN.CN spin_multiplicity=1 homo_ev=-7.262 e_tot_ev=-5213.026
C 2.1923 0.0192 0.0249
N 0.8099 0.1043 -0.2505
H 2.5472 1.0761 0.0159
H 2.3948 -0.3869 0.9065
H 2.7555 -0.6981 -0.6876
H 0.3627 -0.8463 -0.3887
H 0.4757 0.1886 0.7649
C -1.8035 -0.4885 -0.0026
N -1.1325 0.8166 -0.0674
H -1.9386 -0.7141 1.0237
H -2.7924 -0.5129 -0.4535
H -1.2057 -1.2121 -0.4856
H -1.0765 1.1896 -1.0027
H -1.5887 1.4644 0.6026